The following is a DFT calculation (wB97M-V/def2-TZVPD) of C31H29FeO4 as an isolated structure in a non-equilibrium geometry.

The expectation value of S² is 6.14. For the energy above the lowest of the compared OMol25 structures with the same formula, charge and spin, the calculation gives 0.00 kcal per mole. The value obtained for the HOMO energy (alpha / beta) is -1.02 / -3.79 eV. The charge is -1. Its spin multiplicity is 5. The LUMO energy (alpha / beta) is 0.0814 / 0.0617 Ha. The value obtained for the gap between HOMO and LUMO (alpha / beta) is 3.231 / 5.465 eV.

CARTESIAN COORDINATES (ANGSTROEM)
1 C 0.9335 0.9678 2.8545
2 C 2.0081 0.6985 1.8392
3 C 1.8119 -0.1946 0.8316
4 C 3.3236 1.3931 1.9635
5 Fe 4.4422 0.7248 3.4309
6 C 3.7560 2.1078 4.5118
7 O 3.6307 3.0923 5.1147
8 C 5.8183 1.7566 2.7125
9 O 6.4714 2.5782 2.2174
10 C 4.0007 -1.2696 3.1185
11 C 3.4979 -0.8015 4.3777
12 C 4.6126 -0.2840 5.1364
13 C 5.7953 -0.4259 4.3285
14 C 5.4051 -1.0186 3.0684
15 H 0.9375 2.0153 3.1824
16 H -0.0582 0.7468 2.4396
17 H 1.0399 0.3408 3.7588
18 H 2.5612 -0.3489 0.0527
19 H 0.9687 -0.8768 0.8941
20 H 3.9465 1.2464 1.0648
21 H 3.2172 2.4621 2.1984
22 H 3.4204 -1.7809 2.3528
23 H 2.4755 -0.8964 4.7383
24 H 4.5797 0.0586 6.1653
25 H 6.8107 -0.2037 4.6413
26 H 6.0743 -1.3063 2.2609
27 C -0.6756 2.2985 -7.6849
28 O 0.5355 1.9876 -6.9569
29 C 0.3972 1.4385 -5.7216
30 C 1.5503 1.4305 -4.8902
31 C 1.4397 1.0907 -3.5665
32 C 0.1914 0.6726 -2.9991
33 C 0.1052 0.3339 -1.6316
34 C -1.1310 0.0934 -0.9530
35 C -1.2675 -0.9445 0.0123
36 C -2.3383 -0.9843 0.8803
37 C -3.4226 -0.1305 0.6321
38 O -4.6253 -0.3399 1.2996
39 C -5.2738 -1.5452 0.9738
40 C -5.1143 -2.6461 1.8148
41 C -5.6720 -3.8634 1.4272
42 C -6.3648 -3.9722 0.2185
43 C -6.5165 -2.8547 -0.6084
44 C -5.9713 -1.6269 -0.2353
45 C -3.3672 0.8710 -0.3501
46 C -2.2525 0.9476 -1.1602
47 C -0.9316 0.5925 -3.8864
48 C -0.8323 0.9399 -5.2179
49 H -0.3295 2.6999 -8.6366
50 H -1.2810 1.3974 -7.8460
51 H -1.2717 3.0458 -7.1437
52 H 2.5007 1.7407 -5.3209
53 H 2.3081 1.1439 -2.9104
54 H 1.0276 0.3038 -1.0713
55 H -0.4912 -1.7090 0.0801
56 H -2.3813 -1.6834 1.7193
57 H -4.5291 -2.5368 2.7289
58 H -5.5579 -4.7249 2.0849
59 H -6.7946 -4.9309 -0.0767
60 H -7.0620 -2.9266 -1.5485
61 H -6.0370 -0.7454 -0.8740
62 H -4.2185 1.5407 -0.4847
63 H -2.2172 1.6870 -1.9612
64 H -1.9008 0.2577 -3.5204
65 H -1.7080 0.8691 -5.8702



The following is a DFT calculation (wB97M-V/def2-TZVPD) of C31H30BN12O3S2Y as an isolated structure.

For the energy above the lowest of the compared OMol25 structures with the same formula, charge and spin, the calculation gives 0.00 kcal per mole. The value obtained for the HOMO energy is -7.67 eV. The charge is 0. Its spin multiplicity is 1. The LUMO energy is -0.0225 Ha. The value obtained for the gap between HOMO and LUMO is 7.061 eV.

CARTESIAN COORDINATES (ANGSTROEM)
1 Y -0.6858 -1.9473 0.2445
2 N 2.5649 -4.5695 -1.7261
3 C 2.1500 -3.9577 -0.6170
4 N 1.2146 -3.0858 -0.9310
5 C 1.0861 -3.2313 -2.2829
6 N 1.8945 -4.1198 -2.8054
7 C 0.1113 -2.4482 -3.0484
8 C 0.1029 -2.4222 -4.4369
9 N -0.7661 -1.6821 -5.1116
10 C -1.6160 -0.9562 -4.3930
11 C -1.6139 -0.9725 -3.0055
12 N -0.7571 -1.7343 -2.3334
13 H 3.2598 -5.2895 -1.8257
14 H 2.5053 -4.1937 0.3723
15 H 0.8177 -3.0080 -5.0006
16 H -2.3191 -0.3354 -4.9333
17 H -2.2968 -0.3656 -2.4246
18 N 1.2190 -1.6488 1.9515
19 C 1.8524 -0.3620 1.9734
20 C 3.0752 -0.1757 1.3506
21 C 3.6334 1.0932 1.2922
22 C 2.9725 2.1743 1.8541
23 C 1.7496 1.9788 2.4829
24 C 1.1875 0.7139 2.5482
25 H 1.8996 -2.3989 1.9009
26 H 0.7010 -1.8182 2.8098
27 H 3.5811 -1.0184 0.8916
28 H 4.5850 1.2357 0.7962
29 H 3.3995 3.1665 1.7937
30 H 1.2204 2.8182 2.9146
31 H 0.2260 0.5616 3.0265
32 S -3.5507 -1.5417 -0.3930
33 C -4.2350 -1.7695 1.1511
34 N -4.4728 -3.0446 1.5671
35 C -4.8441 -3.3571 2.8222
36 C -5.0661 -2.3461 3.7052
37 C -4.9087 -1.0440 3.2079
38 N -4.5181 -0.7573 1.9839
39 H -4.2686 -3.7851 0.8962
40 H -4.9228 -4.4111 3.0543
41 H -5.3331 -2.5379 4.7315
42 H -5.1057 -0.1929 3.8505
43 S -1.8180 -1.2021 4.9870
44 C -1.7492 -1.7239 3.4643
45 N -1.6657 -2.0990 2.3501
46 N -3.3841 -5.2156 -0.3833
47 C -2.1371 -4.8682 0.0735
48 O -1.4365 -4.0833 -0.6141
49 C -1.7258 -5.3466 1.3422
50 C -0.4327 -4.9664 1.7531
51 N 0.6405 -4.5993 1.9802
52 C -2.6548 -5.9916 2.1849
53 N -3.5122 -6.4856 2.7819
54 H -3.5779 -4.9225 -1.3281
55 H -3.7765 -6.0954 -0.0843
56 C 3.7087 5.2169 -2.2383
57 C 2.4830 5.7970 -1.5321
58 C 2.9687 6.5917 -0.3120
59 C 1.7745 6.7471 -2.5070
60 C 1.5093 4.7076 -1.0776
61 C 0.3359 5.0744 -0.4089
62 C -0.5957 4.1427 0.0424
63 C -0.3167 2.8149 -0.1931
64 O -1.0274 1.7003 0.1608
65 B -0.2686 0.5772 -0.2489
66 O 0.8846 1.0720 -0.9238
67 C 0.8363 2.4366 -0.8495
68 C 1.7598 3.3519 -1.3059
69 H 4.3699 6.0298 -2.5441
70 H 3.4304 4.6578 -3.1335
71 H 4.2759 4.5555 -1.5802
72 H 3.6646 7.3749 -0.6221
73 H 3.4823 5.9359 0.3942
74 H 2.1396 7.0659 0.2135
75 H 2.4600 7.5315 -2.8367
76 H 0.9118 7.2264 -2.0437
77 H 1.4242 6.2039 -3.3866
78 H 0.1351 6.1233 -0.2300
79 H -1.4963 4.4452 0.5598
80 H 2.6514 3.0056 -1.8086



The following is a DFT calculation (wB97M-V/def2-TZVPD) of C31H30ClN6ORhS2 as an isolated structure.

For the energy above the lowest of the compared OMol25 structures with the same formula, charge and spin, the calculation gives 0.00 kcal per mole. The value obtained for the HOMO energy is -13.38 eV. The charge is +2. Its spin multiplicity is 1. The LUMO energy is -0.2579 Ha. The value obtained for the gap between HOMO and LUMO is 6.359 eV.

CARTESIAN COORDINATES (ANGSTROEM)
1 Rh 0.3287 -0.4126 0.6584
2 Cl -4.6946 -3.6584 4.7535
3 C -3.7318 -2.8814 3.5558
4 C -4.1532 -2.8773 2.2203
5 C -3.4056 -2.2497 1.2516
6 C -2.1986 -1.6103 1.5684
7 O -1.5685 -0.9908 0.5754
8 C -1.7575 -1.6362 2.9141
9 C -0.5118 -1.1090 3.3718
10 N 0.4117 -0.5640 2.6442
11 C 1.6639 -0.1467 3.1773
12 C 1.9656 0.0247 4.5036
13 C 3.2730 0.3753 4.8953
14 C 4.2595 0.5651 3.9683
15 C 3.9722 0.4235 2.5911
16 C 4.9284 0.6171 1.5692
17 C 4.5733 0.4414 0.2596
18 C 3.2496 0.1003 -0.0467
19 N 2.3310 -0.0744 0.8841
20 C 2.6683 0.0699 2.2052
21 C -2.5530 -2.2732 3.8941
22 H -5.0737 -3.3804 1.9558
23 H -3.7318 -2.2413 0.2202
24 H -0.3191 -1.2204 4.4355
25 H 1.2126 -0.0958 5.2702
26 H 3.4883 0.4896 5.9483
27 H 5.2635 0.8278 4.2733
28 H 5.9355 0.9123 1.8346
29 H 5.2837 0.5707 -0.5433
30 H 2.9334 -0.0306 -1.0732
31 H -2.2206 -2.2847 4.9242
32 C -2.9461 5.2258 -0.4771
33 C -2.6405 4.6777 0.9064
34 N -1.5048 3.7375 0.9015
35 C -1.4569 2.4185 0.7579
36 S 0.2119 1.8339 0.8116
37 N -2.4636 1.5952 0.5870
38 C -3.9142 1.8427 0.5855
39 C -4.4972 1.8355 1.9896
40 H -3.8093 5.8886 -0.4282
41 H -3.1713 4.4245 -1.1822
42 H -2.1057 5.7985 -0.8684
43 H -3.5034 4.1929 1.3505
44 H -2.3516 5.4776 1.5867
45 H -0.5997 4.1843 0.9414
46 H -2.1984 0.6112 0.4847
47 H -4.3395 1.0304 -0.0023
48 H -4.1343 2.7600 0.0458
49 H -4.3997 0.8482 2.4426
50 H -5.5562 2.0878 1.9538
51 H -3.9962 2.5538 2.6397
52 S 0.6192 -1.2246 -5.9133
53 C 0.5432 -0.9587 -4.1624
54 C 0.4725 0.3340 -3.6528
55 C 0.3724 0.5253 -2.2889
56 N 0.3437 -0.4966 -1.4256
57 C 0.3974 -1.7471 -1.9127
58 C 0.4977 -2.0189 -3.2580
59 C 2.0948 -2.2367 -5.9522
60 C 3.3456 -1.6378 -5.9402
61 C 4.4614 -2.4622 -5.9778
62 N 4.3942 -3.7888 -6.0290
63 C 3.1894 -4.3457 -6.0660
64 C 2.0058 -3.6173 -6.0327
65 H 0.5026 1.1878 -4.3151
66 H 0.3275 1.5188 -1.8645
67 H 0.3352 -2.5547 -1.1908
68 H 0.5349 -3.0440 -3.5985
69 H 3.4507 -0.5617 -5.9181
70 H 5.4566 -2.0330 -5.9732
71 H 3.1618 -5.4271 -6.1286
72 H 1.0476 -4.1160 -6.0864



The following is a DFT calculation (wB97M-V/def2-TZVPD) of C31H30N10O3Sc as an isolated structure.

For the energy above the lowest of the compared OMol25 structures with the same formula, charge and spin, the calculation gives 0.00 kcal per mole. The value obtained for the HOMO energy is -9.27 eV. The charge is +1. Its spin multiplicity is 1. The LUMO energy is -0.1187 Ha. The value obtained for the gap between HOMO and LUMO is 6.043 eV.

CARTESIAN COORDINATES (ANGSTROEM)
1 Sc -0.3010 0.4138 0.6347
2 C 2.6379 -3.0459 -2.9210
3 C 1.3138 -2.6723 -3.0901
4 C 0.5458 -2.2734 -2.0008
5 C 1.0905 -2.2246 -0.7186
6 C 2.4272 -2.6183 -0.5593
7 C 3.1880 -3.0286 -1.6423
8 N 0.3618 -1.7121 0.3737
9 C 0.1908 -2.5121 1.4555
10 C 0.3067 -3.9246 1.4520
11 C 0.0567 -4.6500 2.5902
12 C -0.3081 -4.0374 3.8063
13 C -0.3976 -2.6732 3.8623
14 C -0.1464 -1.9154 2.7089
15 N -0.1014 -0.5445 2.6835
16 N -0.1477 0.1162 3.7494
17 C 0.1786 1.4678 3.5361
18 C 0.1473 2.3297 4.6186
19 C 0.6007 3.6251 4.4410
20 C 1.0969 4.0004 3.2015
21 C 1.0718 3.0748 2.1739
22 N 0.5973 1.8405 2.3186
23 H 3.2300 -3.3677 -3.7686
24 H 0.8641 -2.7090 -4.0756
25 H -0.4952 -2.0059 -2.1390
26 H 2.8552 -2.5959 0.4374
27 H 4.2156 -3.3374 -1.4900
28 H 0.5715 -4.4322 0.5341
29 H 0.1356 -5.7297 2.5477
30 H -0.5067 -4.6412 4.6811
31 H -0.6562 -2.1546 4.7757
32 H -0.2151 1.9659 5.5693
33 H 0.5865 4.3283 5.2630
34 H 1.4929 4.9912 3.0292
35 H 1.4426 3.3288 1.1881
36 C 4.1688 0.4076 -0.1375
37 C 2.7773 0.5907 -0.6655
38 O 1.7908 0.5737 0.0769
39 N 2.6458 0.7983 -1.9788
40 C 1.3443 1.0244 -2.5822
41 C 0.7679 2.3811 -2.2366
42 C 0.9231 3.4495 -3.1065
43 C 0.3658 4.6770 -2.7805
44 C -0.3384 4.7904 -1.5960
45 C -0.4609 3.6730 -0.7861
46 N 0.0791 2.4878 -1.0858
47 H 4.1183 0.1232 0.9096
48 H 4.7300 1.3395 -0.2294
49 H 4.6882 -0.3670 -0.7021
50 H 3.4646 0.7830 -2.5621
51 H 0.6635 0.2382 -2.2583
52 H 1.4592 0.9316 -3.6594
53 H 1.4710 3.3168 -4.0311
54 H 0.4730 5.5236 -3.4461
55 H -0.8006 5.7223 -1.2996
56 H -1.0257 3.7057 0.1360
57 C -4.2950 -2.6434 0.3964
58 N -3.7094 -1.7181 -0.5790
59 C -4.2193 -1.5514 -1.8194
60 C -3.6868 -0.6639 -2.6841
61 C -2.5373 0.0620 -2.2557
62 N -1.9625 -0.1699 -1.0804
63 C -2.6216 -0.9645 -0.1816
64 O -2.2078 -1.0618 0.9691
65 N -1.9912 0.9811 -3.0657
66 H -5.2740 -2.9549 0.0442
67 H -4.3907 -2.1381 1.3520
68 H -3.6512 -3.5121 0.5216
69 H -5.0822 -2.1555 -2.0644
70 H -4.1208 -0.5065 -3.6595
71 H -2.4754 1.2438 -3.9056
72 H -1.3710 1.6558 -2.6494
73 O -3.2097 3.0844 2.5436
74 C -2.5480 2.4159 1.8255
75 N -1.8814 1.7500 1.0873